The following is a quantum chemistry calculation of 3 unconnected molecules or ions with the total composition C2H10NO2, from the Open Molecules 2025 dataset.

## Properties
Gap between HOMO and LUMO = 11.877 eV
Relative energy (zero: lowest compared OMol25 entry of this formula, charge and spin) = 11.0 kcal/mol
Net charge = +1
HOMO energy = -0.5482 hartree
DFT total energy = -287.178756 Eh
E_LUMO = -3.04 eV

Geometry (Å):
C1 1.163 -0.163 0.503
C2 1.825 -1.190 1.011
N1 -0.232 -0.269 0.035
H1 1.565 0.799 0.226
H2 2.896 -1.073 1.075
H3 1.285 -2.069 1.335
H4 -0.655 -1.189 0.140
H5 -0.267 -0.084 -0.978
H6 -0.792 0.444 0.538
H7 -0.495 2.361 2.291
H8 -1.749 2.297 1.434
O1 -1.026 1.763 1.714
H9 -1.503 0.153 -3.298
H10 -0.877 -1.249 -3.307
O2 -1.138 -0.530 -2.720



The following is a quantum chemistry calculation of a molecular structure, C33H41IrN3O7SSi, from the Open Molecules 2025 dataset.

## Properties
Gap between HOMO and LUMO (spin up / spin down) = 7.272 / 5.728 eV
Relative energy (zero: lowest compared OMol25 entry of this formula, charge and spin) = 17.6 kcal/mol
Multiplicity = 2
Net charge = +2
HOMO energy (spin up / spin down) = -0.5347 / -0.5342 hartree
DFT total energy = -2764.772837 Eh
E_LUMO (spin up / spin down) = -7.28 / -8.81 eV

Geometry (Å):
Ir1 -0.882 -0.178 0.287
C1 3.693 -0.541 -0.323
C2 2.476 -1.022 0.447
C3 2.742 -1.074 1.939
C4 2.022 -2.368 -0.075
O1 1.353 -0.024 0.200
Si1 1.580 1.634 0.080
S1 -0.544 2.043 -0.257
O2 2.006 2.167 1.519
C5 2.654 3.398 2.014
C6 1.919 4.594 1.430
C7 2.528 3.342 3.522
C8 4.107 3.368 1.571
O3 2.433 2.181 -1.138
C9 2.262 2.365 -2.586
C10 1.367 1.270 -3.144
C11 3.657 2.277 -3.178
C12 1.664 3.744 -2.800
H1 4.516 -1.231 -0.148
H2 4.015 0.454 -0.001
H3 3.490 -0.507 -1.394
H4 3.553 -1.776 2.135
H5 1.857 -1.426 2.474
H6 3.030 -0.095 2.324
H7 2.888 -3.016 -0.203
H8 1.530 -2.258 -1.043
H9 1.343 -2.851 0.623
H10 0.874 4.600 1.752
H11 1.950 4.569 0.338
H12 2.385 5.520 1.764
H13 1.478 3.367 3.823
H14 3.031 4.200 3.968
H15 2.992 2.434 3.911
H16 4.176 3.314 0.484
H17 4.621 2.505 1.999
H18 4.617 4.271 1.907
H19 1.760 0.279 -2.906
H20 1.301 1.361 -4.228
H21 0.350 1.346 -2.743
H22 4.099 1.299 -2.983
H23 4.299 3.044 -2.746
H24 3.611 2.429 -4.257
H25 0.689 3.831 -2.313
H26 1.536 3.937 -3.865
H27 2.323 4.509 -2.388
O4 -6.009 -0.221 -5.406
C13 -6.457 -0.220 -4.141
O5 -7.624 -0.289 -3.905
C14 -5.444 -0.133 -3.018
C15 -4.067 -0.130 -3.190
C16 -3.222 -0.091 -2.090
C17 -3.755 -0.060 -0.813
C18 -5.137 -0.002 -0.634
C19 -5.969 -0.053 -1.731
N1 -2.884 -0.012 0.338
C20 -3.329 -0.231 1.524
C21 -2.389 -0.048 2.608
C22 -2.709 -0.113 3.942
C23 -1.702 0.092 4.879
C24 -0.416 0.344 4.442
C25 -0.150 0.386 3.081
N2 -1.124 0.207 2.189
H28 -5.051 -0.150 -5.478
H29 -3.611 -0.169 -4.170
H30 -2.157 -0.108 -2.241
H31 -5.576 0.097 0.350
H32 -7.044 -0.035 -1.615
H33 -4.341 -0.561 1.717
H34 -3.727 -0.325 4.242
H35 -1.928 0.061 5.936
H36 0.389 0.519 5.141
H37 0.837 0.588 2.694
O6 -1.228 -2.934 2.720
C26 -1.149 -3.127 1.534
N3 -1.057 -2.132 0.559
C27 -0.994 -2.615 -0.673
O7 -0.863 -1.748 -1.562
C28 -1.030 -4.090 -0.618
C29 -0.903 -5.062 -1.585
C30 -0.854 -6.387 -1.151
C31 -0.933 -6.707 0.199
C32 -1.075 -5.715 1.175
C33 -1.115 -4.411 0.743
H38 -0.834 -4.814 -2.635
H39 -0.725 -7.179 -1.876
H40 -0.872 -7.743 0.502
H41 -1.128 -5.964 2.226



The following is a quantum chemistry calculation of 9 unconnected molecules or ions with the total composition C27H54O21, from the Open Molecules 2025 dataset.

## Properties
Gap between HOMO and LUMO = 9.831 eV
Relative energy (zero: lowest compared OMol25 entry of this formula, charge and spin) = 0.0 kcal/mol
SMILES = COC(=O)OC.COC(=O)OC.COC(=O)OC.COC(=O)OC.COC(=O)OC.COC(=O)OC.CC(C)=O.CC(C)=O.CC(C)=O
Net charge = 0
HOMO energy = -0.3510 hartree
DFT total energy = -2641.197552 Eh
E_LUMO = 0.28 eV

Geometry (Å):
C1 7.613 -1.192 2.139
O1 6.745 -1.783 1.176
C2 5.447 -1.518 1.297
O2 4.945 -0.930 2.229
O3 4.826 -1.955 0.227
C3 3.467 -1.546 0.098
H1 8.577 -1.689 2.152
H2 7.191 -1.103 3.137
H3 7.797 -0.177 1.778
H4 2.851 -1.698 0.979
H5 3.076 -2.128 -0.735
H6 3.255 -0.529 -0.238
C4 0.062 1.323 1.301
O4 -0.863 0.718 0.380
C5 -0.398 -0.167 -0.462
O5 0.700 -0.639 -0.524
O6 -1.363 -0.413 -1.357
C6 -1.253 -1.401 -2.353
H7 1.130 1.126 1.258
H8 -0.334 1.122 2.293
H9 -0.039 2.380 1.051
H10 -0.322 -1.312 -2.919
H11 -2.066 -1.245 -3.059
H12 -1.292 -2.399 -1.924
C7 5.769 -1.326 -6.121
O7 5.351 -0.500 -5.060
C8 4.129 -0.528 -4.564
O8 3.800 0.140 -3.635
O9 3.361 -1.448 -5.174
C9 2.061 -1.538 -4.625
H13 6.852 -1.400 -6.089
H14 5.394 -1.055 -7.108
H15 5.443 -2.365 -6.000
H16 1.494 -2.356 -5.065
H17 1.501 -0.618 -4.811
H18 2.035 -1.676 -3.542
C10 -0.506 2.366 6.097
O10 0.378 2.589 5.022
C11 1.195 1.598 4.666
O11 1.031 0.447 4.944
O12 2.082 2.097 3.807
C12 3.089 1.236 3.286
H19 -0.697 3.324 6.572
H20 -0.102 1.665 6.832
H21 -1.446 1.914 5.772
H22 2.819 0.179 3.306
H23 3.931 1.367 3.973
H24 3.378 1.504 2.273
C13 -5.366 -0.115 -4.425
O13 -4.560 0.930 -3.883
C14 -4.494 0.992 -2.566
O14 -4.985 0.196 -1.815
O15 -3.852 2.076 -2.199
C15 -3.676 2.364 -0.815
H25 -6.387 0.233 -4.557
H26 -5.362 -0.995 -3.784
H27 -4.903 -0.396 -5.366
H28 -2.834 3.034 -0.671
H29 -3.612 1.457 -0.218
H30 -4.587 2.920 -0.574
C16 -2.387 -2.661 0.849
O16 -2.174 -1.858 1.991
C17 -3.166 -1.710 2.843
O17 -4.258 -2.199 2.707
O18 -2.801 -0.896 3.815
C18 -3.856 -0.509 4.698
H31 -2.977 -2.202 0.054
H32 -2.872 -3.594 1.142
H33 -1.412 -2.924 0.441
H34 -3.479 0.307 5.314
H35 -4.050 -1.337 5.378
H36 -4.722 -0.137 4.159
C19 -0.226 3.173 -2.321
C20 0.981 3.671 -3.097
C21 2.303 3.146 -2.614
O19 0.909 4.515 -3.952
H37 -0.381 3.606 -1.332
H38 -0.321 2.090 -2.381
H39 -1.116 3.577 -2.820
H40 2.344 2.059 -2.726
H41 2.614 3.440 -1.615
H42 3.005 3.522 -3.364
C22 -0.900 -7.370 -0.784
C23 -0.553 -5.916 -0.606
C24 -0.915 -4.988 -1.736
O20 -0.131 -5.491 0.433
H43 -0.185 -8.006 -1.316
H44 -1.846 -7.554 -1.294
H45 -0.921 -7.850 0.197
H46 -0.663 -5.458 -2.689
H47 -0.381 -4.056 -1.579
H48 -1.988 -4.792 -1.789
C25 -2.398 3.662 3.151
C26 -3.016 4.853 3.849
C27 -3.866 5.733 2.974
O21 -2.925 5.053 5.035
H49 -2.375 2.807 3.829
H50 -1.360 3.815 2.849
H51 -2.993 3.349 2.294
H52 -4.497 6.390 3.567
H53 -4.487 5.332 2.174
H54 -3.037 6.253 2.466



Question: What is the relative energy (zero: lowest compared OMol25 entry of this formula, charge and spin) in the third record?
Answer: 0.0 kcal/mol